No. 1
C10H10NO | ωB97M-V/def2-TZVPD

frontier orbital gap = 0.3424 hartree
charge = +1

```
22
Properties=species:S:1:pos:R:3:forces:R:3
C -3.536634 0.193976 -0.671574 2.821 -2.466 2.273
C -2.716947 1.254214 -0.353490 -2.658 -0.245 -1.468
C -3.023567 -1.109451 -0.329491 -1.927 1.626 -1.494
C -1.475996 1.127818 0.071157 2.761 0.667 2.223
C -1.734841 -1.235341 0.099346 -0.738 -0.108 1.103
C -0.957111 -0.103055 0.426439 -0.538 -1.412 -1.880
C 3.245007 -0.602508 -1.389335 -0.085 0.145 0.733
C 1.809959 0.807714 0.423315 -3.573 0.118 -1.750
C 0.360196 -0.410352 0.855613 2.854 3.731 -0.393
C 2.789432 0.173184 -0.411363 -0.053 -1.829 -1.400
N 3.021496 0.318605 0.998884 2.377 -1.514 2.817
O 0.885639 -1.231782 1.472489 0.270 -2.576 1.246
H -4.538367 0.345663 -0.794998 -2.460 0.262 -0.928
H -3.083250 2.231600 -0.333959 -0.844 1.350 -0.474
H -3.680623 -1.996234 -0.369141 0.512 0.610 -0.195
H -1.095761 2.077541 0.424729 1.010 -0.205 -0.129
H -1.569522 -2.249943 0.386073 1.332 -0.372 0.246
H 2.795432 -0.656618 -2.341226 -1.114 0.651 -0.841
H 4.036487 -1.337062 -1.440976 0.582 0.395 1.114
H 1.685007 1.887884 0.341169 0.008 -0.199 0.460
H 3.717046 1.012993 1.234979 0.202 0.224 0.203
H 3.066917 -0.498844 1.701362 -0.737 1.146 -1.466
```
Positions in Å, forces in eV/Å.

Mulliken charges in e: -0.66, -0.36, -0.31, -0.37, -0.54, 0.51, -0.83, -0.28, 0.66, 0.34, -0.17, -0.46, 0.44, 0.40, 0.35, 0.31, 0.36, 0.28, 0.28, 0.41, 0.32, 0.34

No. 2
C3H12N | ωB97M-V/def2-TZVPD

frontier orbital gap = 0.4083 hartree
charge = +1

```
16
Properties=species:S:1:pos:R:3:forces:R:3
N -2.097694 0.431078 -0.100558 0.478 0.734 -1.562
H -1.770059 0.505422 0.861221 -0.494 -0.141 0.230
H -2.887103 1.026484 -0.360701 -0.307 -0.175 0.543
H -2.221746 -0.525089 -0.441510 -0.304 -0.131 0.563
H -1.319750 0.775089 -0.685263 0.050 0.060 0.268
C 0.694992 -0.688325 1.286708 0.212 -0.245 -0.954
C 1.297990 0.267599 0.253605 0.427 1.526 0.622
C 0.938650 -0.152337 -1.160387 -0.701 1.951 -1.511
H 1.023405 -0.691562 2.324073 0.006 0.604 -0.102
H -0.383492 -0.467788 1.196873 0.438 -0.728 0.726
H 0.876789 -1.691956 0.917836 -0.296 -0.376 0.079
H 0.992733 1.309164 0.576968 -0.275 -0.776 -0.934
H 2.368535 0.455728 0.224141 0.345 -0.783 0.594
H 1.513637 -0.934675 -1.645457 -0.269 -0.785 0.747
H 1.120705 0.629787 -1.924231 0.266 0.303 0.681
H -0.147586 -0.248626 -1.323323 0.426 -1.037 0.011
```
Positions in Å, forces in eV/Å.

Mulliken charges in e: -0.48, 0.36, 0.38, 0.42, 0.32, -0.73, -0.26, -1.02, 0.33, -0.03, 0.31, 0.25, 0.34, 0.35, 0.39, 0.07

No. 3
C4H11N3O2 | ωB97M-V/def2-TZVPD

frontier orbital gap = 0.3481 hartree

```
20
Properties=species:S:1:pos:R:3:forces:R:3
H -2.046243 1.124436 1.547934 0.784 0.612 -0.532
N -1.127076 1.183684 1.070519 -0.301 -0.804 -3.936
C -1.282283 1.354910 -0.297049 0.668 0.539 2.730
N -2.408912 2.052706 -0.841281 0.038 0.691 1.078
N -0.303381 0.988932 -1.220453 -2.456 0.377 -0.812
C -0.769551 0.957864 -2.717715 0.486 -0.541 1.823
H -2.269362 2.638897 -1.672366 0.294 -0.823 0.384
H -2.896189 2.676790 -0.147776 0.946 -1.369 -0.727
H 0.474478 0.370754 -0.928784 -1.241 0.250 -0.156
H -0.090807 0.220444 -3.175396 -0.210 0.807 -0.219
H -0.714098 1.989186 -3.078804 0.461 -0.385 -0.384
H -1.825623 0.614476 -2.921717 1.087 0.124 0.910
C 2.513926 -2.592617 1.434447 -0.761 -0.859 3.057
C 1.529680 -1.611401 1.006944 -4.089 0.869 -1.756
O 0.864581 -1.773464 -0.005902 0.790 -0.388 -1.223
O 1.117170 -0.650159 1.803586 0.305 2.005 1.661
H 2.740151 -3.298272 0.657636 0.066 -0.120 -0.208
H 1.994085 -3.120901 2.356556 1.127 0.768 -1.835
H 3.362335 -2.092860 1.848895 0.834 0.081 0.199
H 0.342202 0.036254 1.511087 1.172 -1.835 -0.053
```
Positions in Å, forces in eV/Å.

Mulliken charges in e: 0.17, -0.75, 0.57, -0.51, -0.20, -0.97, 0.22, 0.28, 0.26, 0.33, 0.32, 0.33, -1.00, 0.84, -0.63, -0.49, 0.29, 0.24, 0.34, 0.36

No. 4
C4H5Cl | ωB97M-V/def2-TZVPD

multiplicity = 3
frontier orbital gap (spin up / spin down) = 0.2063 / 0.2050 hartree
expectation value of S² = 2.011

```
10
Properties=species:S:1:pos:R:3:forces:R:3
C -0.572232 -0.395958 2.340166 -0.851 -0.310 5.953
C -0.768048 -0.385775 1.178538 0.322 0.410 -3.972
C 0.473437 0.027806 -0.894296 2.371 0.562 3.281
C -0.741154 -0.576619 -0.173739 1.398 5.696 0.845
Cl -0.692358 -2.355660 -0.464084 0.215 -6.391 -1.420
H -0.967937 -0.508502 3.332611 0.853 0.094 0.029
H 1.465390 -0.507123 -0.884659 -1.166 -0.050 0.322
H 0.689604 1.009784 -0.374643 -0.205 -0.979 -0.492
H 0.277411 0.256869 -1.858110 -0.867 0.524 -3.210
H -1.556109 -0.091203 -0.586583 -2.069 0.444 -1.335
```
Positions in Å, forces in eV/Å.

Mulliken charges in e: -0.14, -0.57, -1.25, 0.27, -0.08, 0.35, 0.36, 0.30, 0.42, 0.35

The evaluated relative energy (zero: lowest compared OMol25 entry of this formula, charge and spin) for the records listed, in turn: 61.0; 23.9; 38.0; 93.5 kcal per mole.